[1]
{"formula": "C39H111N3O28Sr2", "method": "ωB97M-V with the def2-TZVPD basis set", "species": ["Sr", "Sr", "C", "C", "O", "O", "H", "H", "H", "C", "C", "O", "O", "H", "H", "H", "C", "C", "O", "O", "H", "H", "H", "C", "C", "O", "O", "H", "H", "H", "C", "O", "H", "H", "H", "H", "C", "O", "H", "H", "H", "H", "C", "O", "H", "H", "H", "H", "C", "O", "H", "H", "H", "H", "O", "H", "H", "O", "H", "H", "O", "H", "H", "O", "H", "H", "O", "H", "H", "O", "H", "H", "O", "H", "H", "O", "H", "H", "O", "H", "H", "O", "H", "H", "O", "H", "H", "O", "H", "H", "O", "H", "H", "C", "C", "C", "C", "C", "C", "N", "O", "C", "C", "C", "H", "H", "H", "H", "H", "H", "H", "H", "H", "H", "H", "H", "H", "H", "H", "H", "H", "H", "H", "C", "C", "C", "C", "C", "C", "N", "O", "C", "C", "C", "H", "H", "H", "H", "H", "H", "H", "H", "H", "H", "H", "H", "H", "H", "H", "H", "H", "H", "H", "C", "C", "C", "C", "C", "C", "N", "O", "C", "C", "C", "H", "H", "H", "H", "H", "H", "H", "H", "H", "H", "H", "H", "H", "H", "H", "H", "H", "H", "H"], "positions_angstrom": [[-5.12, -0.03, 0.76], [-2.57, 3.06, 2.83], [-6.96, 3.68, 2.88], [-6.24, 2.42, 2.28], [-5.04, 2.37, 2.14], [-6.99, 1.62, 1.74], [-7.36, 4.32, 2.10], [-6.28, 4.35, 3.41], [-7.75, 3.43, 3.59], [-0.59, -0.50, 0.83], [-1.29, 0.64, 1.54], [-2.51, 0.80, 1.47], [-0.63, 1.38, 2.29], [-1.16, -1.39, 0.56], [0.17, -0.93, 1.48], [-0.17, -0.24, -0.14], [-3.49, -4.10, -1.03], [-3.80, -2.71, -0.33], [-3.60, -1.65, -0.94], [-4.48, -2.62, 0.71], [-2.52, -4.43, -0.68], [-3.22, -4.11, -2.09], [-4.25, -4.88, -0.88], [-1.88, 5.49, -1.20], [-2.07, 4.80, 0.10], [-3.04, 4.05, 0.21], [-1.26, 4.86, 1.02], [-2.83, 5.82, -1.61], [-1.50, 4.80, -1.96], [-1.24, 6.36, -1.04], [-2.21, -2.96, 3.61], [-2.23, -1.73, 4.32], [-2.37, -2.78, 2.55], [-1.30, -3.55, 3.75], [-3.05, -3.54, 4.00], [-2.32, -1.88, 5.26], [-3.71, 0.82, -5.30], [-3.77, 1.04, -3.88], [-2.67, 0.85, -5.63], [-4.08, -0.18, -5.53], [-4.28, 1.49, -5.96], [-3.19, 0.39, -3.48], [0.24, -6.07, 1.11], [0.80, -6.42, 2.29], [-0.58, -6.78, 1.04], [-0.20, -5.08, 1.22], [0.88, -6.10, 0.22], [1.44, -7.09, 2.04], [-3.99, -6.33, 1.51], [-4.49, -6.06, 2.80], [-4.74, -6.33, 0.71], [-3.18, -5.62, 1.34], [-3.50, -7.29, 1.37], [-4.58, -6.89, 3.28], [-4.53, 1.92, -1.01], [-4.24, 1.87, -1.92], [-3.95, 2.58, -0.61], [1.45, 5.63, 4.16], [0.71, 6.19, 3.92], [1.41, 4.91, 3.54], [-1.48, 3.11, 5.15], [-1.69, 2.39, 5.75], [-0.73, 3.55, 5.55], [-3.42, 5.05, 3.99], [-3.44, 5.24, 4.93], [-3.71, 5.86, 3.57], [-4.67, -0.95, 3.22], [-5.07, -1.65, 3.72], [-3.73, -1.12, 3.26], [-3.59, 1.32, 4.39], [-4.34, 0.77, 4.15], [-3.70, 1.49, 5.32], [-1.15, 0.64, 7.30], [-0.46, 0.43, 6.67], [-0.74, 1.28, 7.89], [2.01, 0.89, 6.75], [2.03, 1.84, 6.77], [1.56, 0.67, 5.94], [1.05, 3.77, 2.13], [0.87, 2.83, 2.06], [0.47, 4.18, 1.49], [-1.71, -0.55, -2.88], [-2.03, -0.84, -2.03], [-1.20, -1.29, -3.21], [-0.59, 6.93, 3.01], [-0.75, 6.32, 2.28], [-0.99, 7.75, 2.73], [-6.32, -0.34, -1.54], [-6.27, 0.16, -2.35], [-7.16, -0.80, -1.60], [0.18, 0.06, 4.96], [-0.17, -0.84, 4.96], [0.07, 0.35, 4.05], [-0.79, -2.65, -5.74], [0.50, -2.84, -5.00], [1.15, -1.40, -4.95], [2.38, -1.30, -4.04], [1.96, -1.75, -2.67], [1.38, -3.27, -2.62], [0.34, -3.41, -3.66], [-0.30, -4.71, -3.67], [2.51, -4.31, -2.78], [0.73, -3.43, -1.21], [1.41, -3.84, -5.86], [-0.65, -2.37, -6.78], [-1.44, -1.93, -5.24], [-1.31, -3.60, -5.85], [1.33, -0.99, -5.94], [0.45, -0.63, -4.61], [2.64, -0.25, -4.03], [3.18, -1.88, -4.51], [1.20, -1.06, -2.28], [2.78, -1.76, -1.95], [3.31, -4.13, -3.50], [3.04, -4.35, -1.83], [2.15, -5.33, -2.89], [-0.02, -2.66, -1.04], [0.13, -4.34, -1.14], [1.49, -3.47, -0.44], [1.73, -3.46, -6.83], [0.89, -4.79, -5.97], [2.42, -4.06, -5.53], [-1.15, -4.52, -3.27], [1.43, 4.57, -1.82], [1.93, 3.18, -2.24], [0.67, 2.31, -2.61], [0.01, 2.73, -3.92], [0.96, 2.72, -5.16], [2.28, 3.46, -4.81], [2.78, 3.18, -3.40], [4.04, 3.84, -3.13], [3.31, 2.94, -5.84], [2.07, 4.95, -4.97], [2.67, 2.50, -1.04], [1.07, 4.47, -0.79], [0.66, 4.96, -2.47], [2.23, 5.31, -1.84], [0.89, 1.25, -2.74], [-0.02, 2.39, -1.78], [-0.60, 3.62, -3.79], [-0.77, 1.98, -4.06], [0.37, 3.32, -5.86], [1.26, 1.77, -5.61], [4.14, 3.65, -5.81], [3.56, 1.90, -5.67], [2.99, 3.05, -6.88], [1.25, 5.38, -4.40], [3.00, 5.51, -4.88], [1.82, 5.19, -6.01], [2.05, 2.06, -0.26], [3.59, 2.96, -0.67], [3.06, 1.55, -1.42], [4.65, 3.18, -2.79], [6.45, -3.16, 3.05], [5.27, -2.44, 2.29], [3.96, -3.23, 2.74], [2.70, -2.34, 2.83], [3.02, -0.97, 3.45], [4.14, -0.12, 2.71], [5.35, -0.99, 2.67], [6.56, -0.33, 2.37], [3.68, 0.31, 1.27], [4.41, 1.11, 3.61], [5.41, -2.62, 0.79], [6.40, -3.31, 4.13], [7.43, -2.69, 2.95], [6.56, -4.22, 2.85], [3.72, -3.97, 1.97], [4.13, -3.80, 3.65], [1.98, -2.95, 3.37], [2.38, -2.04, 1.83], [3.24, -0.98, 4.52], [2.08, -0.46, 3.27], [4.42, 0.96, 0.79], [3.25, -0.51, 0.69], [2.87, 1.03, 1.37], [3.72, 1.93, 3.44], [4.55, 0.92, 4.68], [5.33, 1.65, 3.39], [4.66, -2.17, 0.13], [5.41, -3.70, 0.64], [6.38, -2.26, 0.44], [6.52, -0.19, 1.42]], "e_tot_ha": -3885.1694, "multiplicity": 1, "gap_ev": 7.4835, "molar_mass_da": 1245.5, "homo_energy_ev": -7.816}

[2]
{"formula": "C39H116N8O15", "method": "ωB97M-V with the def2-TZVPD basis set", "species": ["C", "C", "C", "O", "C", "N", "H", "H", "H", "H", "H", "H", "H", "H", "H", "H", "H", "C", "C", "C", "O", "C", "N", "H", "H", "H", "H", "H", "H", "H", "H", "H", "H", "H", "C", "C", "C", "O", "C", "N", "H", "H", "H", "H", "H", "H", "H", "H", "H", "H", "H", "C", "C", "C", "O", "C", "N", "H", "H", "H", "H", "H", "H", "H", "H", "H", "H", "H", "C", "C", "C", "O", "C", "N", "H", "H", "H", "H", "H", "H", "H", "H", "H", "H", "H", "C", "C", "C", "O", "C", "N", "H", "H", "H", "H", "H", "H", "H", "H", "H", "H", "H", "C", "C", "C", "O", "C", "N", "H", "H", "H", "H", "H", "H", "H", "H", "H", "H", "H", "C", "C", "C", "O", "C", "N", "H", "H", "H", "H", "H", "H", "H", "H", "H", "H", "H", "C", "O", "H", "H", "H", "H", "C", "O", "H", "H", "H", "H", "C", "O", "H", "H", "H", "H", "C", "O", "H", "H", "H", "H", "C", "O", "H", "H", "H", "H", "C", "O", "H", "H", "H", "H", "C", "O", "H", "H", "H", "H"], "positions_angstrom": [[0.40, 2.03, 3.86], [1.33, 0.97, 3.32], [2.86, 1.31, 3.51], [3.21, 2.38, 2.66], [4.52, 2.99, 2.89], [1.00, -0.24, 4.03], [-0.65, 1.82, 4.01], [0.43, 2.99, 3.34], [0.72, 2.30, 4.87], [1.00, 1.00, 2.29], [3.52, 0.46, 3.33], [2.95, 1.55, 4.57], [4.66, 3.07, 3.97], [4.63, 3.95, 2.40], [5.23, 2.24, 2.52], [1.23, -0.14, 5.01], [1.64, -0.92, 3.65], [-3.43, -4.66, 2.06], [-3.71, -5.72, 3.13], [-4.31, -5.16, 4.41], [-4.37, -6.16, 5.47], [-4.81, -5.67, 6.72], [-4.37, -6.88, 2.51], [-2.75, -3.83, 2.25], [-4.45, -4.34, 1.85], [-3.10, -5.18, 1.16], [-2.71, -6.08, 3.37], [-5.29, -4.85, 4.03], [-3.95, -4.16, 4.66], [-4.42, -6.15, 7.62], [-5.89, -5.74, 6.86], [-4.52, -4.63, 6.86], [-5.34, -6.66, 2.31], [-4.54, -7.65, 3.15], [2.09, -4.88, -6.51], [1.07, -4.27, -5.56], [0.20, -3.16, -6.17], [0.93, -2.13, -6.72], [0.30, -0.90, -6.89], [0.24, -5.29, -4.97], [1.96, -4.94, -7.60], [2.30, -5.89, -6.16], [2.99, -4.33, -6.23], [1.64, -3.88, -4.71], [-0.56, -2.70, -5.54], [-0.42, -3.63, -6.93], [0.79, -0.07, -7.39], [-0.20, -0.56, -5.98], [-0.53, -1.17, -7.54], [0.84, -5.95, -4.49], [-0.23, -4.89, -4.16], [-0.37, 5.96, -4.49], [-0.51, 5.44, -5.93], [0.31, 4.15, -6.17], [0.19, 3.14, -5.12], [-0.87, 2.21, -5.07], [-1.97, 5.31, -6.23], [0.53, 6.55, -4.39], [-0.44, 5.17, -3.74], [-1.24, 6.61, -4.38], [-0.17, 6.22, -6.61], [1.39, 4.25, -6.29], [0.10, 3.55, -7.05], [-1.82, 2.74, -5.00], [-0.83, 1.55, -4.20], [-0.84, 1.66, -6.01], [-2.03, 5.16, -7.22], [-2.18, 4.40, -5.86], [-1.60, -1.88, 5.95], [-0.99, -2.99, 6.78], [0.55, -2.88, 6.86], [1.42, -3.10, 5.73], [1.51, -4.45, 5.31], [-1.57, -3.03, 8.15], [-1.42, -1.96, 4.88], [-1.30, -0.89, 6.30], [-2.68, -1.94, 6.12], [-1.25, -3.96, 6.38], [0.75, -3.60, 7.66], [0.90, -1.90, 7.19], [2.08, -4.35, 4.39], [0.51, -4.87, 5.20], [2.18, -4.94, 6.01], [-1.30, -3.84, 8.69], [-2.58, -2.92, 8.20], [-2.70, 6.01, 2.92], [-1.59, 5.07, 2.41], [-2.09, 3.87, 1.65], [-2.61, 2.93, 2.57], [-2.97, 1.79, 1.86], [-0.76, 5.87, 1.54], [-3.32, 5.51, 3.66], [-3.35, 6.25, 2.08], [-2.35, 6.96, 3.32], [-1.02, 4.79, 3.30], [-1.33, 3.44, 1.00], [-2.80, 4.27, 0.92], [-3.90, 1.97, 1.33], [-3.23, 1.00, 2.57], [-2.30, 1.39, 1.10], [-0.01, 5.36, 1.10], [-0.26, 6.47, 2.17], [1.32, -1.31, -2.26], [0.46, -0.29, -1.51], [0.33, -0.28, -0.01], [-0.82, -1.12, 0.27], [-1.19, -1.32, 1.65], [0.95, 1.07, -1.87], [1.43, -1.23, -3.34], [0.76, -2.23, -2.11], [2.25, -1.55, -1.74], [-0.54, -0.34, -1.93], [0.17, 0.72, 0.40], [1.24, -0.67, 0.45], [-2.24, -1.61, 1.74], [-0.97, -0.39, 2.18], [-0.58, -1.94, 2.30], [1.40, 1.11, -2.77], [0.21, 1.75, -1.89], [2.15, 4.21, -2.02], [2.61, 4.03, -0.60], [3.02, 5.33, 0.14], [4.09, 5.97, -0.51], [4.75, 6.97, 0.24], [1.46, 3.41, 0.17], [2.81, 4.82, -2.64], [1.14, 4.62, -2.03], [2.02, 3.28, -2.58], [3.46, 3.34, -0.51], [3.25, 5.04, 1.17], [2.20, 6.04, 0.23], [4.18, 7.89, 0.29], [5.65, 7.30, -0.28], [5.16, 6.60, 1.18], [1.85, 3.20, 1.07], [1.29, 2.54, -0.31], [2.95, 1.80, -5.84], [4.28, 1.27, -5.74], [3.18, 2.75, -6.33], [2.32, 1.22, -6.51], [2.46, 1.90, -4.87], [4.91, 1.99, -5.63], [5.00, 0.54, -2.15], [5.28, -0.26, -3.28], [5.31, 1.56, -2.38], [3.94, 0.56, -1.93], [5.37, 0.19, -1.18], [4.95, 0.14, -4.09], [-3.25, -0.62, -3.40], [-3.39, 0.35, -4.41], [-2.71, -0.19, -2.55], [-4.17, -1.20, -3.38], [-2.53, -1.32, -3.81], [-4.32, 0.45, -4.62], [-4.54, -1.11, 3.87], [-5.82, -0.70, 4.24], [-4.35, -1.01, 2.81], [-3.71, -0.62, 4.39], [-4.49, -2.15, 4.19], [-6.45, -1.17, 3.68], [-4.82, -0.99, -0.34], [-5.79, -1.08, 0.73], [-5.25, -0.60, -1.26], [-4.05, -0.28, -0.03], [-4.35, -1.96, -0.46], [-6.65, -1.19, 0.30], [2.83, -3.57, 0.93], [3.66, -3.32, 2.06], [1.77, -3.47, 1.19], [3.09, -2.84, 0.16], [3.05, -4.57, 0.57], [3.28, -3.93, 2.70], [5.21, -3.64, -2.66], [3.86, -3.41, -3.02], [5.35, -4.70, -2.43], [5.87, -3.49, -3.51], [5.53, -2.94, -1.89], [3.92, -2.52, -3.37]], "e_tot_ha": -3121.7052, "e_above_lowest_kj_mol": 451.17, "multiplicity": 1, "gap_ev": 9.1408, "molar_mass_da": 937.4, "homo_energy_ev": -8.863}

[3]
{"formula": "C39H15F18GeN6O4OsS2", "method": "ωB97M-V with the def2-TZVPD basis set", "species": ["Os", "C", "C", "N", "C", "C", "N", "C", "C", "C", "C", "C", "N", "C", "C", "N", "C", "C", "N", "C", "C", "C", "N", "C", "C", "H", "H", "H", "H", "H", "H", "H", "H", "H", "H", "H", "H", "F", "C", "C", "C", "F", "C", "F", "C", "F", "C", "F", "Ge", "S", "C", "C", "F", "C", "F", "C", "F", "C", "F", "C", "F", "C", "C", "F", "C", "F", "C", "F", "C", "F", "C", "F", "F", "C", "F", "F", "S", "O", "O", "O", "C", "C", "O", "H", "H", "H"], "positions_angstrom": [[0.91, -0.48, 0.52], [3.22, 1.81, -2.35], [2.51, 1.47, -1.20], [2.10, 0.22, -0.99], [2.35, -0.67, -1.98], [3.03, -0.29, -3.13], [3.49, 0.94, -3.31], [1.71, -1.99, -1.80], [1.93, -3.15, -2.51], [1.23, -4.30, -2.18], [0.32, -4.27, -1.12], [0.15, -3.10, -0.40], [0.83, -1.99, -0.77], [-0.72, -2.86, 0.77], [-1.58, -3.77, 1.36], [-2.31, -3.46, 2.43], [-2.19, -2.23, 2.90], [-1.34, -1.29, 2.33], [-0.62, -1.61, 1.26], [1.47, -5.56, -2.90], [1.58, -6.77, -2.21], [1.79, -7.93, -2.94], [1.89, -7.97, -4.26], [1.78, -6.81, -4.91], [1.58, -5.59, -4.29], [3.55, 2.83, -2.49], [2.27, 2.21, -0.46], [3.19, -1.00, -3.93], [2.67, -3.17, -3.31], [-0.24, -5.15, -0.86], [-1.67, -4.77, 0.97], [-2.78, -1.96, 3.77], [-1.23, -0.28, 2.71], [1.53, -6.80, -1.13], [1.89, -8.88, -2.43], [1.85, -6.86, -5.99], [1.49, -4.69, -4.88], [-3.20, 5.13, 0.23], [-2.41, 5.10, -0.85], [-1.61, 3.99, -1.08], [-0.82, 4.04, -2.21], [0.02, 3.05, -2.53], [-0.82, 5.12, -3.08], [-0.03, 5.13, -4.15], [-1.64, 6.21, -2.82], [-1.64, 7.25, -3.63], [-2.44, 6.21, -1.69], [-3.23, 7.24, -1.42], [-1.70, 2.58, 0.29], [-0.77, 0.72, -0.51], [-3.56, 2.05, 0.61], [-3.87, 1.29, 1.72], [-2.90, 0.98, 2.61], [-5.14, 0.83, 2.00], [-5.38, 0.11, 3.09], [-6.17, 1.12, 1.12], [-7.39, 0.68, 1.35], [-5.90, 1.88, -0.02], [-6.88, 2.16, -0.87], [-4.61, 2.32, -0.25], [-4.42, 3.03, -1.37], [-0.93, 3.49, 1.85], [-1.62, 3.88, 2.99], [-2.92, 3.62, 3.13], [-1.02, 4.60, 4.02], [-1.72, 4.96, 5.08], [0.32, 4.95, 3.91], [0.90, 5.63, 4.88], [1.03, 4.59, 2.78], [2.31, 4.93, 2.66], [0.39, 3.89, 1.79], [1.11, 3.57, 0.68], [4.52, -4.21, 1.66], [3.30, -3.95, 2.13], [3.19, -4.42, 3.36], [2.40, -4.56, 1.35], [3.03, -2.12, 2.14], [3.14, -1.70, 0.73], [4.01, -1.61, 3.04], [1.62, -1.96, 2.51], [3.09, 1.53, 2.02], [1.77, 0.90, 1.75], [0.77, 0.97, 2.42], [2.96, 2.48, 2.53], [3.67, 1.64, 1.10], [3.63, 0.83, 2.66]], "e_tot_ha": -6886.0044, "multiplicity": 1, "gap_ev": 6.4485, "molar_mass_da": 1300.5, "charge": 1, "homo_energy_ev": -11.299}

F_max? In order: 4.49 3.19 3.60 eV/Å.